No. 1
{"formula": "C45H81AgN2O15", "method": "wB97M-V/def2-TZVPD", "species": ["Ag", "O", "O", "O", "O", "O", "O", "O", "O", "O", "O", "O", "O", "O", "O", "O", "N", "N", "C", "C", "C", "C", "C", "C", "C", "C", "C", "C", "C", "C", "C", "C", "C", "C", "C", "C", "C", "C", "C", "C", "C", "C", "C", "C", "C", "C", "C", "C", "C", "C", "C", "C", "C", "C", "C", "C", "C", "C", "C", "C", "C", "C", "C", "H", "H", "H", "H", "H", "H", "H", "H", "H", "H", "H", "H", "H", "H", "H", "H", "H", "H", "H", "H", "H", "H", "H", "H", "H", "H", "H", "H", "H", "H", "H", "H", "H", "H", "H", "H", "H", "H", "H", "H", "H", "H", "H", "H", "H", "H", "H", "H", "H", "H", "H", "H", "H", "H", "H", "H", "H", "H", "H", "H", "H", "H", "H", "H", "H", "H", "H", "H", "H", "H", "H", "H", "H", "H", "H", "H", "H", "H", "H", "H", "H"], "coordinates": [[4.973, 0.940, -2.518], [0.251, 3.070, 5.060], [-0.111, -6.522, 1.635], [3.045, -1.673, -5.590], [-3.125, 1.838, 2.101], [1.280, 1.122, 4.454], [-0.151, 8.006, -1.771], [-2.040, 2.527, -1.904], [4.243, -0.079, -4.469], [5.417, 0.373, -0.353], [-2.388, 1.284, -6.635], [-0.658, 2.642, -5.993], [-3.986, 1.397, -1.717], [4.901, -1.490, 0.773], [2.823, 1.232, -1.720], [1.109, 6.274, -2.544], [-0.016, -5.212, 2.207], [-3.833, 0.707, 2.525], [-5.257, 0.760, 2.282], [2.193, 5.597, -0.671], [0.319, -4.122, 0.030], [-3.600, 3.021, -3.551], [4.947, -0.995, -6.709], [-5.937, -0.410, 3.131], [0.747, 2.479, -5.641], [1.050, 6.442, -0.219], [1.610, -0.777, -2.054], [0.262, -3.879, 4.362], [-3.123, -0.579, 2.521], [4.656, 0.514, 2.021], [1.251, -6.164, 4.298], [4.367, -1.937, 2.044], [0.738, 2.177, 4.130], [-5.300, -1.795, 3.022], [0.908, -4.366, 1.425], [2.410, -4.761, 1.177], [1.513, 0.709, -1.780], [-0.415, 4.138, 4.304], [-1.278, 1.472, -6.147], [-2.644, 4.181, -3.475], [4.090, -0.865, -5.456], [0.780, -2.885, 2.072], [-5.683, 0.586, 0.805], [-3.224, 2.168, -2.318], [0.032, -5.293, 3.700], [0.972, 0.937, -5.748], [-5.804, 2.032, 3.011], [0.703, 1.075, -0.541], [-0.411, 0.326, -5.627], [0.576, 7.013, -1.558], [-1.576, 3.687, -2.606], [5.045, -0.134, 0.737], [1.117, -2.816, 3.584], [1.827, 5.169, -2.018], [3.746, -0.712, 2.583], [-2.858, -1.164, 1.140], [0.479, 2.647, 2.717], [0.243, 4.156, 2.924], [-1.293, -5.870, 4.219], [-1.689, -0.282, 3.152], [-3.798, -1.737, 3.390], [3.199, -2.567, -6.715], [4.657, -2.372, -7.183], [1.013, 1.095, -2.668], [-0.298, 2.115, 2.168], [5.431, 0.652, 2.776], [2.277, 4.744, 0.003], [-1.477, 3.901, 4.240], [1.085, 0.776, 0.435], [0.165, 5.968, 0.205], [-0.279, 0.605, -0.594], [-3.575, -1.551, 4.441], [-3.694, -1.602, 0.594], [-4.649, 3.220, -3.333], [1.401, -2.253, 1.437], [1.427, 0.707, -6.711], [-0.755, 3.365, -3.247], [-0.369, 5.114, 4.788], [2.716, 5.086, -2.643], [2.467, -5.728, 0.677], [5.980, -0.889, -6.378], [-5.157, 2.355, 3.826], [-5.211, -0.253, 0.292], [-5.824, 2.731, 2.175], [4.737, -0.214, -7.441], [-3.004, 1.815, 1.149], [-1.288, -1.162, 3.657], [3.647, -2.728, 1.836], [-0.742, 0.101, -4.614], [0.612, 2.161, -0.527], [0.604, -1.191, -2.119], [4.108, 1.454, 1.957], [-3.366, -2.637, 2.953], [3.722, -0.844, 3.665], [1.438, 2.531, 2.213], [1.625, 0.586, -4.949], [-2.140, -5.699, 3.554], [-0.656, -3.673, 0.222], [2.467, -2.276, -7.469], [1.390, 7.185, 0.502], [0.073, -5.072, -0.443], [-0.430, 4.464, 2.124], [-5.818, -2.519, 3.651], [1.175, -7.145, 3.828], [-1.309, 4.404, -1.830], [-1.011, -0.025, 2.339], [4.666, -2.342, -8.273], [0.635, -4.003, 5.379], [-6.960, -0.564, 2.789], [1.303, 3.084, -6.357], [2.085, -1.055, -2.995], [0.961, -3.502, -0.596], [-2.385, -0.407, 0.515], [-5.434, -2.205, 2.022], [-0.692, -3.355, 4.410], [0.858, 2.995, -4.687], [1.161, 4.744, 2.911], [-1.245, -6.904, 4.560], [-6.759, 0.588, 0.632], [2.748, -0.707, 2.145], [-1.753, 0.580, 3.816], [-3.518, 2.265, -4.331], [-0.187, -2.407, 1.915], [-5.251, 1.465, 0.328], [3.133, 6.148, -0.665], [2.181, -3.033, 3.674], [-3.131, 5.029, -2.994], [-2.311, 4.544, -4.448], [-6.813, 2.000, 3.423], [2.298, -5.886, 4.178], [2.101, -1.358, -1.273], [5.380, -3.058, -6.742], [-1.621, -5.451, 5.170], [-5.980, -0.247, 4.208], [-0.583, -0.594, -6.186], [2.885, -4.158, 0.404], [3.063, -3.607, -6.420], [1.066, -6.323, 5.360], [-2.105, -1.951, 1.181], [5.160, -2.297, 2.699], [0.953, -1.843, 4.047], [1.294, 4.222, -2.099], [-0.925, -6.469, 1.128], [2.934, -4.856, 2.128]], "forces_ev_per_angstrom": [[0.0265, -0.3646, 0.0300], [0.2507, 0.1617, -1.6210], [0.4393, 0.2915, 0.4082], [0.1114, 0.0414, 1.1901], [0.3099, -0.0983, 0.2583], [-0.9273, 2.2552, -0.5518], [2.2972, -3.4248, 0.5895], [1.3797, -0.2578, 1.1108], [-0.6891, -2.5929, -3.0150], [-0.7448, -0.6870, 2.7733], [2.0330, 1.3020, 1.0354], [-0.0730, 0.5026, -0.2215], [2.5254, 1.3173, -1.4075], [0.5038, 1.2994, -0.3370], [-1.1179, -0.1897, -0.0682], [-0.9210, -0.0236, -0.8025], [0.1693, 0.4435, 0.1117], [-0.5798, -1.1018, 1.1084], [-1.9416, -1.9610, 2.4227], [0.4974, -1.3212, 2.3808], [-1.1655, -0.9206, 0.6425], [-0.7232, -1.8672, 1.5175], [1.1552, 0.8609, 1.6415], [0.4940, -1.0249, -0.3785], [-0.9512, -0.2630, -0.5572], [-0.5208, 1.3517, -0.3541], [-0.0158, -1.4388, -0.1151], [-0.4728, 1.0503, -1.6062], [1.6616, -0.3403, 0.8100], [-1.7309, -1.9755, 1.5469], [-1.4356, -0.8394, -0.8777], [0.6681, -0.1137, -0.4684], [0.1057, -2.3542, 1.4011], [0.6637, 0.1579, 0.1847], [0.0743, 2.3269, 0.0605], [-1.1608, -0.9930, 0.5612], [0.7450, 0.2217, 0.8021], [-0.2764, 0.3502, -0.1261], [-2.3110, -2.2138, -0.8809], [-1.8198, 1.1176, -1.0648], [0.1374, 2.3932, 1.3980], [0.4539, -0.7489, 0.5446], [0.8192, 1.2715, 0.3270], [-3.9472, -0.6188, 0.5089], [2.3848, 0.4523, 0.8726], [0.7060, 0.4638, 0.9880], [0.1985, 0.2786, -1.7625], [-0.1697, 0.0440, -0.1118], [-0.1500, 0.6454, -0.4052], [-2.0552, 3.7995, 0.1156], [1.7042, -0.4025, 0.4294], [0.9970, -0.5792, -3.0784], [0.3153, -1.5520, -0.5966], [1.0598, -0.1310, -1.7773], [-0.1884, 1.2161, 0.3239], [0.5026, -0.0250, -0.7808], [1.6329, 1.1087, 0.2645], [-1.0169, -1.0308, -0.2326], [-0.2598, -0.2533, 0.7627], [-1.1148, -0.0600, -0.7327], [-0.7014, 1.6109, -1.9715], [0.8709, -0.4581, -0.4292], [-0.8749, 0.1957, -0.9029], [0.0280, 0.4590, -0.3028], [-0.1191, 0.0281, 0.4319], [0.5234, -0.0353, -0.5278], [0.4545, -0.1334, 0.0056], [0.0024, -0.2604, -0.0985], [0.6109, -0.2374, -0.2305], [0.2197, -0.5222, 0.1306], [-0.1940, 0.2889, -0.2140], [-0.2106, -0.3180, 0.0135], [-0.1893, 0.2393, 0.2081], [0.0230, 0.3085, -0.6823], [0.5962, 0.1240, 0.1763], [-0.0295, -0.0151, 0.0323], [0.5133, 0.1033, 0.4452], [0.4618, -0.3503, 0.4777], [-0.0175, -0.2137, -0.1417], [-0.3504, -0.4232, 0.3568], [0.0703, 0.2511, -0.2599], [0.2067, -0.0718, -0.3331], [-0.2146, -0.1104, 0.3354], [0.0072, 0.9467, 0.5265], [-0.2363, 0.1270, 0.2232], [-0.1857, -0.2638, -0.7142], [-0.0922, 0.0668, 0.0700], [0.2846, 0.0979, 0.0669], [0.2005, 0.1961, 0.2592], [-0.3127, 0.0244, 0.0995], [-0.2071, 0.2115, 0.0950], [0.0879, -0.1900, -0.4281], [0.4634, -0.1720, 0.7889], [-0.3958, 0.7828, -0.0158], [-0.0931, -0.4222, -0.3041], [0.2426, 0.0404, -0.1637], [0.2420, -0.1799, -0.2660], [-0.0222, 0.3881, -0.4436], [0.0406, -0.0467, 0.0691], [-0.3938, 0.2983, -0.2743], [0.4562, -0.0289, -0.3650], [-0.0437, 0.5840, 0.2755], [-0.0883, 0.1210, 0.2684], [0.0179, -0.2023, 0.0306], [0.4729, -0.0413, -0.2353], [0.2148, 0.0522, 0.0161], [0.3465, -0.7015, 0.0724], [-0.0909, -0.1083, -0.0925], [-0.1678, 0.5956, -0.0348], [0.0969, -0.3061, -0.1139], [0.1952, 0.4371, -0.0483], [-0.1274, -0.0664, 0.0481], [-0.2054, 0.2437, -0.3152], [0.2668, 0.0936, -0.2605], [-0.4163, -0.2921, 0.2941], [0.2209, -0.5746, 0.3365], [-0.0086, -0.1172, 0.0149], [0.1877, -0.3943, -0.8990], [0.0424, -0.0112, 0.2221], [-0.1855, 0.6784, 0.4113], [0.0084, -0.2504, 0.1897], [-0.0023, 0.6049, -0.7377], [-0.4227, -0.7378, -0.0302], [-0.2899, 0.0728, -0.5012], [-0.1226, 0.0706, 0.0257], [0.2349, -0.0945, 0.2561], [-0.2013, -0.0136, -0.0701], [0.1965, -0.1873, 0.0910], [-0.0796, -0.5853, -0.3068], [-0.2370, 0.7970, -0.2338], [0.1692, 0.3125, 0.2454], [-0.3600, -0.3001, -0.2704], [0.3603, 0.7968, 0.0491], [0.1003, 0.8118, -0.0070], [0.0685, 0.2693, -0.1869], [0.0385, 0.7055, 0.5537], [-0.4568, 0.2908, 0.3207], [-0.0225, 0.1350, 0.0408], [0.0428, -0.1677, 0.3226], [0.2658, -0.1806, -0.3369], [-0.0623, 0.1136, -0.2532], [-0.4912, 0.1363, 0.1279], [-0.1914, -0.1216, 0.0230], [0.4179, 0.2396, -0.2354]], "spin_multiplicity": 2, "charge": 1, "e_lumo_ev": [-3.2679, -5.3312], "homo_lumo_gap_ev": [6.40, 4.33]}

***

No. 2
{"formula": "CHO5P", "method": "wB97M-V/def2-TZVPD", "species": ["P", "O", "O", "O", "O", "O", "C", "H"], "coordinates": [[1.891, 0.446, -0.330], [1.533, 1.899, -0.202], [-0.224, -2.022, 0.305], [3.297, 0.086, -0.022], [1.197, -0.304, -1.432], [0.927, -0.246, 1.172], [0.035, -0.830, 0.418], [-0.932, -0.215, 0.018]], "forces_ev_per_angstrom": [[0.2599, 1.5991, 0.2591], [-0.1636, 0.4713, -0.0289], [0.7771, -0.5974, 0.5062], [0.9875, -0.5539, 0.3225], [-0.1471, -0.3456, -0.2590], [0.2371, -0.3423, -1.6975], [-4.2092, -0.2351, 0.2681], [2.2582, 0.0039, 0.6296]], "spin_multiplicity": 1, "charge": -2, "e_lumo_ev": 7.2810, "homo_lumo_gap_ev": 7.08, "e_above_lowest_kj_mol": 97.0}

***

DFT total energy values (in Eh) by entry order: -3147.890282, -756.345782.